{
  "formula": "CH4N2O2S",
  "method": "wB97M-V/def2-TZVPD",
  "species": ["C", "S", "O", "N", "N", "O", "H", "H", "H", "H"],
  "positions_angstrom": [[1.12490, -0.40272, 0.26007], [0.05223, 0.89329, -0.20595], [0.37241, 2.16439, 0.36675], [-1.51536, 0.52763, -0.12354], [-1.84767, -0.74281, 0.32621], [-2.99970, -1.07407, 0.23698], [0.80126, -1.28991, 0.85784], [1.25170, -0.87845, -0.66568], [2.13992, -0.08293, 0.55064], [0.62033, 0.88558, -1.60331]],
  "mulliken_charge": [-0.89, 0.64, -0.53, -0.21, 0.12, -0.42, 0.36, 0.37, 0.35, 0.19],
  "spin_multiplicity": 1,
  "de_lowest_kj_mol": 506.86,
  "e_homo_ev": -9.10,
  "mol_weight_g_mol": 108.12,
  "homo_lumo_gap_ev": 8.78,
  "smiles": "C[S@H](=O)=NN=O"
}